Entry 1:
Molecular formula: C3H3ClN4O6
Method: DFT, ωB97M-V/def2-TZVPD

Last column: Mulliken charge in e.
Positions of all 17 atoms, in Å:
C 0.131 -1.184 1.407  -0.471
C 0.681 1.161 -0.036  0.223
C 0.372 -0.315 0.086  -0.145
N 0.592 -0.666 2.687  -0.512
N -0.008 -0.919 -0.995  0.791
N -1.432 0.108 -2.731  1.146
N 0.947 0.506 2.695  1.068
O -0.370 -2.083 -1.132  -0.693
O -0.090 -0.152 -2.168  -0.363
O -2.345 -0.185 -2.042  -0.438
O -1.298 0.667 -3.738  -0.538
O 1.176 1.445 1.200  -0.523
O 1.190 1.324 3.517  -0.496
Cl -0.747 2.227 -0.442  -0.195
H -0.919 -1.330 1.258  0.405
H 0.556 -2.109 1.118  0.426
H 1.563 1.507 -0.686  0.315

HOMO energy ... -10.0 eV
Energy above the lowest of the compared OMol25 structures with the same formula, charge and spin ... 250.3 kJ/mol
Charge ... 0
Frontier orbital gap ... 8.80 eV


Entry 2:
Molecular formula: C12H23O4PS
Method: DFT, ωB97M-V/def2-TZVPD

Last column: Mulliken charge in e.
Positions of all 41 atoms, in Å:
C 3.500 -0.546 0.050  -0.915
C 3.517 0.853 -0.577  -0.405
O 2.281 1.545 -0.470  -0.360
C 1.286 1.055 -1.344  -0.395
C 0.004 1.831 -1.118  -1.336
C -0.797 1.497 0.139  1.247
P 0.197 1.867 1.694  0.260
S -0.773 2.211 3.337  -0.363
O -1.859 2.459 0.226  -0.433
C -2.933 1.871 0.837  0.389
O -3.905 2.450 1.167  -0.547
O -2.732 0.545 0.946  -0.389
C -1.601 0.157 0.120  1.354
C -2.216 -0.085 -1.254  -2.560
C -0.893 -1.088 0.734  1.943
C -1.349 -1.358 2.176  -1.704
C -1.024 -2.400 -0.063  -1.037
C -0.040 -2.604 -1.213  -1.077
H 2.575 -0.708 0.608  0.159
H 3.579 -1.337 -0.696  0.291
H 4.326 -0.665 0.750  0.363
H 4.241 1.490 -0.072  0.395
H 3.804 0.800 -1.635  0.291
H 1.603 1.190 -2.387  0.527
H 1.127 -0.020 -1.192  0.195
H -0.644 1.678 -1.982  0.470
H 0.236 2.898 -1.089  0.460
H 1.156 0.850 1.757  -0.002
H 0.946 2.952 1.224  0.098
H -2.664 0.835 -1.634  0.517
H -3.011 -0.821 -1.143  0.541
H -1.500 -0.448 -1.988  0.363
H 0.181 -0.866 0.767  -1.127
H -2.349 -1.796 2.173  0.367
H -0.669 -2.083 2.627  0.496
H -1.368 -0.464 2.791  0.272
H -2.055 -2.538 -0.398  0.275
H -0.845 -3.207 0.652  0.517
H -0.128 -1.855 -2.001  0.218
H -0.189 -3.579 -1.679  0.413
H 0.986 -2.569 -0.840  0.227

HOMO energy ... -8.7 eV
Charge ... 0
Frontier orbital gap ... 9.25 eV
SMILES ... CCOCC[C@@]1([PH2]=S)OC(=O)O[C@]1(C)[C@@H](C)CC


Entry 3:
Molecular formula: C42H32N2OP2PdSSe
Method: DFT, ωB97M-V/def2-TZVPD

Last column: Mulliken charge in e.
Positions of all 82 atoms, in Å:
Pd -0.827 -0.031 -0.271  0.676
O -1.471 2.742 -2.175  -0.927
S -0.400 1.874 -1.665  1.384
C 0.591 1.274 -3.005  -0.198
C 0.453 1.867 -4.247  -0.520
C 1.239 1.386 -5.290  -0.834
C 2.121 0.337 -5.077  -0.781
C 2.227 -0.261 -3.824  -0.605
C 1.440 0.190 -2.774  -0.378
P 1.455 -0.582 -1.133  2.881
C 3.058 -1.381 -0.955  0.285
C 3.229 -2.758 -1.074  -0.274
C 4.505 -3.298 -0.983  -0.723
C 5.599 -2.471 -0.771  -0.579
C 5.430 -1.097 -0.647  -0.757
C 4.161 -0.551 -0.732  -0.472
C 0.243 -1.936 -1.227  -1.708
C -0.532 -2.224 -2.359  -0.392
C -1.448 -3.266 -2.329  -0.953
C -1.599 -4.028 -1.178  -0.462
C -0.857 -3.739 -0.039  -1.087
C 0.048 -2.689 -0.049  0.944
C 0.738 2.836 -0.694  0.073
C 1.534 3.781 -1.328  -0.649
C 2.302 4.631 -0.550  -0.862
C 2.253 4.547 0.838  -0.841
C 1.445 3.605 1.459  -0.225
C 0.686 2.724 0.694  -0.325
P -0.371 1.478 1.481  1.853
C 0.672 0.395 2.475  0.734
C 2.055 0.344 2.313  -0.551
C 2.798 -0.615 2.988  -0.537
C 2.164 -1.523 3.826  -0.644
C 0.785 -1.477 3.992  -0.968
C 0.036 -0.526 3.314  -0.652
C -1.493 2.374 2.548  0.738
C -1.272 2.498 3.920  -0.266
C -2.126 3.288 4.676  -0.751
C -3.191 3.941 4.071  -0.533
C -3.414 3.813 2.706  -0.771
C -2.569 3.027 1.941  -0.548
H -0.246 2.682 -4.387  0.645
H 1.163 1.840 -6.269  0.456
H 2.726 -0.030 -5.895  0.471
H 2.910 -1.087 -3.673  0.583
H 2.383 -3.410 -1.246  0.383
H 4.643 -4.366 -1.083  0.463
H 6.591 -2.900 -0.703  0.431
H 6.286 -0.456 -0.484  0.455
H 4.028 0.522 -0.635  0.392
H -0.400 -1.646 -3.265  0.540
H -2.037 -3.489 -3.209  0.478
H -2.304 -4.849 -1.167  0.450
H -0.984 -4.330 0.858  0.499
H 0.648 -2.479 0.833  0.571
H 1.546 3.861 -2.408  0.534
H 2.932 5.371 -1.026  0.470
H 2.843 5.226 1.439  0.456
H 1.404 3.556 2.541  0.561
H 2.555 1.052 1.663  0.253
H 3.872 -0.648 2.864  0.480
H 2.747 -2.263 4.358  0.443
H 0.294 -2.179 4.653  0.473
H -1.040 -0.495 3.445  0.532
H -0.442 1.991 4.396  0.432
H -1.959 3.393 5.740  0.449
H -3.854 4.553 4.668  0.423
H -4.246 4.323 2.240  0.449
H -2.744 2.925 0.875  0.324
Se -3.764 0.609 -2.206  0.331
N -3.055 -0.144 -0.729  -0.410
C -3.843 -1.153 -0.395  0.664
C -3.673 -1.984 0.763  -0.269
C -4.575 -2.962 0.990  -0.744
C -5.692 -3.201 0.107  -0.630
C -5.900 -2.439 -0.985  -0.723
C -4.975 -1.373 -1.265  0.806
N -5.086 -0.545 -2.285  -0.771
H -2.848 -1.801 1.441  0.475
H -4.471 -3.588 1.868  0.460
H -6.382 -3.999 0.346  0.432
H -6.746 -2.588 -1.642  0.489

HOMO energy (spin up / spin down) ... -13.1 / -13.7 eV
Energy above the lowest of the compared OMol25 structures with the same formula, charge and spin ... 0.0 kJ/mol
Charge ... +2
Frontier orbital gap (spin up / spin down) ... 7.51 / 6.26 eV
<S²> ... 2.015
Spin multiplicity ... 3